Run w
The following is a quantum chemistry calculation of a cluster of 2 separate species, C21H21NO5 in total, from OMol25.

Atoms and positions in Å:
C1 2.60024 -0.79468 -2.84407
C2 2.88694 -0.67309 -1.35828
C3 4.23946 -1.24774 -0.95393
O1 2.85716 0.69824 -0.91909
C4 1.63524 1.29374 -0.80563
O2 1.56867 2.45731 -0.45076
C5 0.43073 0.44508 -0.99138
C6 -0.79626 1.05514 -0.92900
C7 -2.04407 0.49218 -1.39446
C8 -2.13612 -0.73607 -2.09485
C9 -3.37450 -1.33371 -2.30762
C10 -4.55035 -0.67944 -1.92430
C11 -4.48500 0.60394 -1.36521
C12 -3.24934 1.19269 -1.13349
C13 0.61581 -0.98147 -0.66828
O3 -0.28049 -1.74476 -0.34894
O4 1.90637 -1.42327 -0.58359
H1 1.63793 -0.34187 -3.11214
H2 3.40098 -0.29093 -3.40019
H3 2.59672 -1.85799 -3.11587
H4 4.38214 -1.12285 0.12450
H5 4.26784 -2.31306 -1.20286
H6 5.03691 -0.72395 -1.48984
H7 -0.77605 2.12464 -0.71721
H8 -1.22201 -1.20694 -2.45174
H9 -3.40151 -2.32076 -2.77176
H10 -5.51415 -1.16742 -2.06817
H11 -5.39852 1.14084 -1.09878
H12 -3.17655 2.19344 -0.70108
C14 -3.33279 -0.13088 1.92002
C15 -2.02579 0.62626 1.84856
C16 -0.87925 -0.20689 1.79977
N1 0.40337 0.22220 2.10553
C17 0.73260 1.55675 2.18694
C18 2.00111 1.94897 2.55428
C19 2.96076 1.01170 2.91434
C20 2.61572 -0.34110 2.82672
C21 1.37327 -0.72698 2.38863
O5 -1.97946 1.87418 1.76940
H13 -3.38907 -0.88160 1.11912
H14 -3.42249 -0.65509 2.88179
H15 -4.16785 0.56271 1.81409
H16 -1.00546 -1.28870 1.84185
H17 -0.06487 2.24742 1.94362
H18 2.20028 3.01692 2.55189
H19 3.95518 1.31666 3.23457
H20 3.31843 -1.12879 3.09175
H21 1.04809 -1.76097 2.28513

Total charge = 0
Orbital gap = 6.01 eV
Molecular weight = 367.4 g mol⁻¹
LUMO = -0.92 eV

Here are the Löwdin charges for atoms 1 to 8, given in e: 0.03 -0.52 0.02 0.09 -0.41 0.10 -0.06 0.08

Run x
The following is a quantum chemistry calculation of the molecule C21H21NO5, from OMol25.

Atoms and positions in Å:
C1 4.23371 0.46535 -0.82971
O1 3.31546 -0.25963 -0.05189
C2 2.18077 0.37121 0.36130
C3 1.80524 1.65478 0.01413
C4 0.63419 2.21022 0.51492
C5 -0.17151 1.49559 1.37696
C6 -1.41359 2.09957 1.97171
C7 -2.70368 1.46299 1.42661
N1 -3.02370 1.88723 0.08096
C8 -3.78180 3.11647 -0.02362
C9 -2.61520 1.29763 -1.06084
O2 -2.87890 1.72992 -2.16687
C10 -1.80298 0.02606 -0.95203
C11 -2.24917 -1.12453 -0.40817
C12 -1.41845 -2.31919 -0.37003
O3 -1.72313 -3.32663 0.25087
C13 -0.16533 -2.17676 -1.12606
C14 0.72305 -3.24650 -1.26194
C15 1.88260 -3.10396 -1.98662
C16 2.17308 -1.88970 -2.60311
C17 1.31732 -0.81892 -2.47691
C18 0.15145 -0.95335 -1.72377
O4 -0.63588 0.14357 -1.59465
C19 0.19092 0.19032 1.71495
C20 1.34578 -0.38388 1.21840
O5 1.78119 -1.64123 1.49194
C21 1.01972 -2.45087 2.35713
H1 5.06782 -0.21232 -1.00429
H2 4.59466 1.35478 -0.30201
H3 3.80491 0.76452 -1.79146
H4 2.41901 2.24464 -0.64723
H5 0.36586 3.21617 0.22915
H6 -1.42744 3.17346 1.78111
H7 -1.40245 1.94869 3.05366
H8 -2.60440 0.37980 1.46473
H9 -3.54533 1.75353 2.06215
H10 -3.88525 3.36362 -1.07802
H11 -4.77264 2.98538 0.41602
H12 -3.26806 3.92985 0.49035
H13 -3.22688 -1.18178 0.04377
H14 0.46425 -4.17764 -0.78097
H15 2.56866 -3.93126 -2.08188
H16 3.07813 -1.78554 -3.18245
H17 1.51796 0.13239 -2.94429
H18 -0.44383 -0.36999 2.38430
H19 0.03122 -2.67367 1.94585
H20 0.91127 -1.99204 3.34548
H21 1.58136 -3.37839 2.45238

Total charge = 0
SMILES string = COc1ccc(CCN(C)C(=O)c2cc(=O)c3ccccc3o2)cc1OC
Orbital gap = 8.17 eV
Molecular weight = 367.4 g mol⁻¹
LUMO = 0.13 eV

Here are the Löwdin charges for atoms 1 to 8, given in e: -0.08 -0.07 -0.22 -0.01 -0.04 -0.24 -0.11 -0.15

Which structure is the least stable? The one labeled run w.